Record 1
The following is a quantum chemistry calculation of a 2-piece molecular cluster, C4H11N3O overall at a distorted geometry, from the Open Molecules 2025 dataset.

Atoms and positions in Å:
C1 1.44583 0.63548 -1.16661
C2 1.12009 0.39974 0.28756
C3 2.03584 -0.50680 1.06807
N1 0.10529 0.93646 0.91559
N2 -0.54479 1.92526 0.24709
H1 1.78397 1.66519 -1.30723
H2 0.55731 0.47317 -1.78287
H3 2.22720 -0.05075 -1.50133
H4 2.91765 0.06646 1.36979
H5 1.52797 -0.89332 1.95471
H6 2.35102 -1.34962 0.44840
H7 -1.08980 1.53658 -0.52270
H8 -1.20918 2.37402 0.87948
C4 -2.58347 -0.98692 -0.15243
N3 -1.50172 -1.77491 0.47398
O1 -0.58484 -2.05723 -0.33410
H9 -2.89384 -0.22284 0.56416
H10 -2.23523 -0.52489 -1.08131
H11 -3.42929 -1.64506 -0.36026

Forces on the atoms, in the same order (eV/Å):
C -0.08 0.06 0.34
C -1.47 0.42 0.94
C -0.56 -0.12 -0.12
N 3.21 -1.60 0.28
N -1.50 1.16 -1.01
H -0.10 0.02 -0.09
H 0.09 0.08 -0.06
H -0.12 0.13 0.05
H 0.01 -0.11 -0.02
H 0.12 0.15 -0.06
H 0.06 0.05 0.11
H 0.11 0.27 -0.16
H 0.22 -0.36 -0.17
C 0.43 0.37 -0.07
N 2.47 -1.02 -2.60
O -2.94 0.93 2.46
H 0.00 -0.16 0.01
H -0.05 -0.16 0.05
H 0.09 -0.11 0.15

The HOMO energy comes out at -0.3121 hartree. The calculation puts the strongest force on any atom at 3.95 eV Å⁻¹. As for the spin multiplicity: 1. The energy relative to the best compared isomer or geometry (same formula, charge and spin) is 4.826 eV. Its structure (SMILES) is CC(C)=NN.CN=O.


Record 2
The following is a quantum chemistry calculation of one molecule with the formula C6H10N4O4 at a distorted geometry, from the Open Molecules 2025 dataset.

Atoms and positions in Å:
C1 -1.63130 -0.65918 -0.72636
C2 0.08286 0.55338 -1.81110
C3 -1.69115 0.37102 0.50711
C4 -0.00276 1.72501 -0.58294
C5 0.87163 -1.27587 -0.41791
C6 1.10307 -0.58536 0.99466
N1 -0.25402 -0.68682 -1.17538
N2 -0.57401 1.17851 0.63716
N3 2.17525 0.31917 1.17058
N4 0.36012 -1.07814 2.04544
O1 2.87734 0.43950 0.13511
O2 -0.45645 -1.94457 1.74926
O3 2.42494 0.80643 2.19944
O4 0.46671 -0.68996 3.17162
H1 -1.85423 -1.63281 -0.22213
H2 -2.41226 -0.50145 -1.59211
H3 -0.56055 0.80645 -2.69714
H4 1.11037 0.43838 -2.19969
H5 -2.53067 0.96324 0.10301
H6 -2.07320 -0.06555 1.36886
H7 0.95281 2.28640 -0.35590
H8 -0.62211 2.52085 -0.97835
H9 1.72662 -1.00926 -1.09350
H10 0.51098 -2.27937 -0.22975

Forces on the atoms, in the same order (eV/Å):
C 0.24 -1.81 0.53
C 0.49 0.67 0.80
C -1.18 1.14 -3.32
C 0.55 -0.45 -0.36
C -0.96 1.76 0.38
C -1.28 0.31 -3.57
N -0.62 0.29 -1.78
N 1.85 0.10 -0.01
N 0.86 -1.61 -3.17
N -0.76 -0.64 0.97
O -0.56 0.43 0.58
O -0.69 -0.74 -0.68
O 0.49 1.61 2.84
O 0.69 0.88 1.35
H 0.05 0.61 -0.78
H 1.85 0.08 1.68
H 0.21 -0.21 1.19
H -0.35 0.56 0.32
H 0.17 0.56 0.31
H -0.03 -0.74 1.84
H -0.78 -1.16 -0.14
H -0.74 0.02 -0.07
H -0.46 -1.24 1.15
H 0.99 -0.43 -0.07

The HOMO energy (alpha / beta) comes out at -0.3215 / -0.3361 hartree. The calculation puts the strongest force on any atom at 3.80 eV Å⁻¹. As for the spin multiplicity: 1. The energy relative to the best compared isomer or geometry (same formula, charge and spin) is 6.456 eV.


Record 3
The following is a quantum chemistry calculation of a 4-piece molecular cluster, C3H16NO4 overall at a distorted geometry, from the Open Molecules 2025 dataset.

Atoms and positions in Å:
C1 0.08030 0.75806 1.22905
C2 -0.58922 -0.08798 2.32205
C3 -2.07236 -0.26829 2.28259
O1 0.10560 -1.37114 2.17623
N1 0.27430 -0.09610 0.03068
H1 -0.52756 1.63410 1.02541
H2 1.01918 1.10264 1.64189
H3 -0.13089 0.24355 3.23347
H4 -2.55963 0.52672 2.82751
H5 -2.40712 -1.25550 2.59468
H6 -2.50565 -0.18655 1.27964
H7 0.00104 -1.87177 2.99109
H8 -0.54030 -0.64138 -0.27280
H9 1.06816 -0.69096 0.25094
H10 0.42334 0.44100 -0.82574
H11 -2.06228 -2.34652 -1.02589
H12 -2.18753 -1.17194 -2.00735
O2 -1.92024 -1.39685 -1.10935
H13 6.10142 1.52180 -3.30223
H14 5.92473 -0.00560 -3.14856
O3 5.47160 0.83628 -3.05192
H15 -1.68465 1.14478 -3.26696
H16 -0.42859 1.99382 -3.09306
O4 -0.85364 1.18782 -2.78138

Forces on the atoms, in the same order (eV/Å):
C -1.26 0.09 0.93
C 1.89 -1.62 -0.34
C -0.80 0.38 -0.77
O -0.27 0.05 -0.44
N 0.47 1.00 -0.51
H -0.07 -0.03 -0.42
H 0.43 -0.11 -0.51
H -0.80 0.89 0.84
H -0.23 0.02 0.50
H 0.23 0.12 0.56
H 0.43 0.04 -0.20
H -0.01 -0.03 -0.03
H -0.56 -0.61 0.43
H -0.09 -0.41 -0.36
H 0.51 0.27 0.07
H -0.04 -0.01 0.02
H 0.06 0.00 0.03
O 0.04 -0.06 0.02
H 0.01 -0.22 0.01
H 0.15 0.09 -0.07
O -0.18 0.12 0.08
H 0.06 0.09 -0.01
H -0.01 0.00 -0.09
O 0.05 -0.07 0.24

The HOMO energy comes out at -0.5008 hartree. The calculation puts the strongest force on any atom at 2.51 eV Å⁻¹. As for the spin multiplicity: 1. The energy relative to the best compared isomer or geometry (same formula, charge and spin) is 0.520 eV. The total charge is +1.


Record 4
The following is a quantum chemistry calculation of a 2-piece molecular cluster, C2H6N4O2 overall at a distorted geometry, from the Open Molecules 2025 dataset.

Atoms and positions in Å:
C1 -0.43730 -0.11031 0.17665
C2 1.91776 -0.29391 -0.44663
H1 -2.93143 -0.26456 0.62541
H2 -1.37282 1.71139 -0.05619
H3 -1.54975 -1.46618 0.63514
H4 0.91841 2.27767 0.97504
H5 2.75737 0.27113 -0.77460
H6 2.69519 -2.00730 -0.27553
N1 -1.34143 0.40464 -0.84277
N2 -0.68969 -0.96894 1.02300
N3 0.93039 0.58014 0.36597
N4 1.78692 -1.54872 -0.26194
O1 -2.68295 -0.28598 -0.33439
O2 0.90757 1.86515 0.14698

Forces on the atoms, in the same order (eV/Å):
C 2.22 2.12 0.66
C -1.76 -0.19 3.35
H 1.27 0.85 -0.77
H 0.03 -3.82 -3.06
H 1.28 0.51 1.10
H 0.31 0.90 2.06
H 0.76 0.51 -0.38
H -0.10 -0.20 -1.12
N -2.32 2.67 5.60
N -1.28 -2.51 -0.09
N -1.42 -6.60 -1.72
N 0.63 1.63 0.03
O 0.41 0.98 -2.16
O -0.03 3.16 -3.49

The HOMO energy comes out at -0.3428 hartree. The calculation puts the strongest force on any atom at 6.97 eV Å⁻¹. As for the spin multiplicity: 1. The energy relative to the best compared isomer or geometry (same formula, charge and spin) is 8.606 eV.


Q: Among the records above, which one has the highest energy relative to the best compared isomer or geometry (same formula, charge and spin)?
A: C2H6N4O2